{"formula": "C6H12NO3S", "method": "ωB97M-V with the def2-TZVPD basis set", "multiplicity": 1, "homo_energy_ev": [-3.05, -3.05], "charge": -1, "gap_ha": [0.2455, 0.2455], "species": ["C", "C", "C", "C", "C", "C", "N", "O", "O", "O", "S", "H", "H", "H", "H", "H", "H", "H", "H", "H", "H", "H", "H"], "xyz": [[-1.199, 1.068, -1.837], [0.956, 0.703, 0.672], [-0.250, -0.203, 2.774], [-0.179, -1.687, 0.633], [-0.699, 1.387, -4.091], [-0.085, -0.299, 1.284], [-1.294, 1.727, -0.693], [-1.494, -0.063, -2.126], [-2.013, 1.861, 1.628], [-0.758, 1.947, -2.810], [-1.938, 0.929, 0.515], [1.950, 0.365, 0.959], [0.986, 0.655, -0.445], [0.581, 1.604, 1.088], [0.231, -0.920, 3.355], [-1.407, -0.316, 3.013], [-0.058, 0.802, 2.988], [-0.731, -2.420, 1.282], [-0.834, -1.644, -0.397], [0.800, -2.157, 0.397], [-1.573, 1.924, -4.849], [-0.915, 0.294, -3.981], [0.307, 1.435, -4.435]]}

{"formula": "C6H12NO4", "method": "ωB97M-V with the def2-TZVPD basis set", "multiplicity": 1, "homo_energy_ev": -12.01, "charge": 1, "gap_ha": 0.2904, "species": ["C", "C", "C", "C", "C", "C", "N", "O", "O", "O", "O", "H", "H", "H", "H", "H", "H", "H", "H", "H", "H", "H", "H"], "xyz": [[-1.264, -0.118, -0.089], [0.731, 0.350, 0.793], [-0.979, 0.816, -1.260], [3.580, 0.372, -0.328], [2.874, -0.556, 0.632], [-2.701, 0.011, 0.360], [-3.330, -1.072, 0.758], [-1.040, -1.485, -0.304], [0.767, 1.346, 1.403], [-3.235, 1.195, 0.364], [1.417, -0.593, 0.348], [-1.706, 0.675, -2.062], [-1.043, 1.847, -0.924], [0.011, 0.640, -1.673], [3.487, 0.028, -1.355], [3.187, 1.384, -0.254], [4.635, 0.400, -0.069], [3.001, -0.227, 1.667], [3.184, -1.595, 0.521], [-0.282, -1.608, -0.886], [-4.301, -1.084, 1.036], [-2.834, -1.950, 0.662], [-4.159, 1.225, 0.660]]}

{"formula": "C6H12O", "method": "ωB97M-V with the def2-TZVPD basis set", "multiplicity": 2, "homo_energy_ev": [0.44, -2.29], "charge": -1, "gap_ha": [0.0953, 0.1952], "species": ["C", "C", "C", "C", "C", "C", "H", "H", "H", "H", "H", "H", "H", "H", "H", "H", "H", "H", "O"], "xyz": [[-2.068, 1.168, 0.146], [-0.915, 0.206, 0.306], [-1.049, -1.160, 0.230], [1.113, -0.040, 1.714], [0.406, 0.727, 0.840], [0.622, 2.218, 0.824], [-2.609, 0.991, -0.802], [-1.793, 2.192, 0.317], [-2.850, 0.783, 0.819], [-0.473, -1.869, 0.810], [-1.730, -1.662, -0.464], [2.110, 0.244, 2.063], [0.745, -0.945, 2.189], [0.685, 2.609, -0.200], [1.595, 2.407, 1.295], [-0.142, 2.662, 1.447], [1.812, -4.061, -4.315], [2.729, -3.093, -3.572], [1.811, -3.377, -3.649]]}

{"formula": "C6H12O", "method": "ωB97M-V with the def2-TZVPD basis set", "multiplicity": 1, "homo_energy_ev": -9.01, "charge": 0, "smiles": "CO[C@]1(C)C[C@H]1C", "gap_ha": 0.3683, "species": ["C", "O", "C", "C", "C", "C", "C", "H", "H", "H", "H", "H", "H", "H", "H", "H", "H", "H", "H"], "xyz": [[-0.024, -2.256, -0.598], [1.010, -1.312, -0.456], [0.679, -0.020, 0.013], [1.597, 0.969, -0.695], [0.402, 0.287, 1.468], [-0.733, 0.228, 0.476], [-1.692, 1.309, 0.022], [0.371, -3.064, -1.220], [-0.915, -1.843, -1.096], [-0.337, -2.680, 0.371], [2.493, 0.409, -0.989], [1.929, 1.765, -0.023], [1.180, 1.421, -1.601], [0.745, 1.268, 1.794], [0.460, -0.485, 2.230], [-1.270, -0.706, 0.613], [-2.685, 1.102, 0.440], [-1.797, 1.284, -1.069], [-1.412, 2.323, 0.319]]}

{"formula": "C6H12O", "method": "ωB97M-V with the def2-TZVPD basis set", "multiplicity": 1, "homo_energy_ev": -8.07, "charge": 0, "gap_ha": 0.3310, "species": ["C", "C", "C", "O", "C", "C", "C", "H", "H", "H", "H", "H", "H", "H", "H", "H", "H", "H", "H"], "xyz": [[0.582, 1.566, -0.099], [1.475, -0.880, 0.168], [1.821, -2.302, -0.202], [0.173, -0.825, 0.272], [-0.465, 0.489, 0.141], [-1.272, 0.780, 1.398], [-1.376, 0.292, -1.071], [1.284, 1.260, -0.877], [1.163, 1.762, 0.807], [0.077, 2.482, -0.414], [1.538, -2.396, -1.268], [1.337, -3.132, 0.330], [2.896, -2.453, -0.173], [-1.729, 1.769, 1.288], [-2.079, 0.057, 1.557], [-0.628, 0.812, 2.283], [-2.184, -0.415, -0.846], [-0.794, -0.105, -1.909], [-1.820, 1.240, -1.386]]}

{"formula": "C6H12O", "method": "ωB97M-V with the def2-TZVPD basis set", "multiplicity": 1, "homo_energy_ev": -9.87, "charge": 0, "smiles": "CCCCCC=O", "gap_ha": 0.4022, "species": ["C", "C", "C", "C", "C", "C", "O", "H", "H", "H", "H", "H", "H", "H", "H", "H", "H", "H", "H"], "xyz": [[-0.615, 2.281, 1.052], [-0.622, 1.615, -0.303], [-0.518, 0.104, -0.037], [-0.060, -0.709, -1.246], [0.544, -1.967, -0.688], [1.708, -1.663, 0.216], [2.295, -0.606, 0.256], [-1.452, 1.900, 1.652], [0.316, 1.991, 1.548], [-0.675, 3.364, 0.969], [-1.540, 1.908, -0.844], [0.208, 1.992, -0.921], [-1.508, -0.237, 0.288], [0.170, -0.158, 0.811], [-0.865, -0.973, -1.940], [0.713, -0.173, -1.812], [0.992, -2.570, -1.483], [-0.194, -2.592, -0.165], [2.032, -2.528, 0.818]]}

{"formula": "C6H12O", "method": "ωB97M-V with the def2-TZVPD basis set", "multiplicity": 1, "homo_energy_ev": -9.10, "charge": 0, "smiles": "CC[C@@]1(C)C[C@H]1O", "gap_ha": 0.3669, "species": ["C", "C", "C", "C", "C", "C", "O", "H", "H", "H", "H", "H", "H", "H", "H", "H", "H", "H", "H"], "xyz": [[2.060, 0.275, -0.418], [1.060, -0.262, 0.607], [-0.380, -0.326, 0.133], [-0.586, -1.249, -1.061], [-1.431, -0.161, 1.212], [-1.293, 0.893, 0.178], [-0.819, 2.149, 0.561], [1.874, 1.340, -0.605], [1.991, -0.251, -1.377], [3.091, 0.173, -0.060], [1.152, 0.309, 1.535], [1.259, -1.311, 0.882], [-0.459, -0.686, -1.993], [0.143, -2.070, -1.086], [-1.586, -1.693, -1.082], [-1.052, 0.097, 2.198], [-2.328, -0.771, 1.212], [-2.080, 0.918, -0.583], [-0.615, 2.627, -0.253]]}

{"formula": "C6H12O", "method": "ωB97M-V with the def2-TZVPD basis set", "multiplicity": 1, "homo_energy_ev": -9.41, "charge": 0, "smiles": "C/C=C1\\C[C@H]1C.O", "gap_ha": 0.3809, "species": ["C", "C", "C", "C", "C", "C", "H", "H", "H", "H", "H", "H", "H", "H", "H", "H", "O", "H", "H"], "xyz": [[-0.692, 2.389, -0.197], [0.232, 1.286, 0.136], [-0.081, -0.008, -0.006], [-0.995, -0.946, -0.551], [0.422, -1.342, -0.183], [1.434, -1.681, -1.201], [-0.347, 2.903, -1.074], [-0.716, 3.111, 0.597], [-1.702, 2.052, -0.406], [1.256, 1.550, 0.400], [-1.234, -0.890, -1.587], [-1.802, -1.291, 0.050], [0.503, -1.937, 0.698], [1.271, -1.070, -2.073], [1.354, -2.710, -1.501], [2.456, -1.535, -0.858], [-0.804, 0.008, 2.811], [0.084, -0.148, 3.111], [-0.639, 0.258, 1.833]]}

{"formula": "C6H12O", "method": "ωB97M-V with the def2-TZVPD basis set", "multiplicity": 1, "homo_energy_ev": -8.13, "charge": 0, "gap_ha": 0.3024, "species": ["C", "C", "C", "C", "C", "C", "O", "H", "H", "H", "H", "H", "H", "H", "H", "H", "H", "H", "H"], "xyz": [[2.072, 1.218, -0.347], [1.115, 0.384, 0.500], [-0.791, -1.709, 0.576], [-1.228, -2.258, -0.728], [-1.346, -0.339, 0.800], [-0.353, 0.666, 0.169], [-0.763, 1.943, 0.622], [1.917, 2.297, -0.218], [1.945, 0.988, -1.413], [3.114, 1.012, -0.086], [1.264, 0.571, 1.570], [1.322, -0.682, 0.348], [-0.683, -1.644, -1.471], [-0.933, -3.298, -0.895], [-2.294, -2.114, -0.962], [-1.391, -0.100, 1.869], [-2.332, -0.140, 0.348], [-0.476, 0.607, -0.928], [-0.161, 2.597, 0.246]]}

{"formula": "C6H12O", "method": "ωB97M-V with the def2-TZVPD basis set", "multiplicity": 1, "homo_energy_ev": -9.72, "charge": 0, "smiles": "CCC[C@@H](C)C=O", "gap_ha": 0.3923, "species": ["C", "C", "C", "C", "C", "C", "O", "H", "H", "H", "H", "H", "H", "H", "H", "H", "H", "H", "H"], "xyz": [[-0.119, 0.523, 1.917], [0.881, 0.910, 0.815], [0.420, 0.955, -0.662], [-0.311, -0.296, -1.191], [0.504, -1.577, -1.065], [-1.653, -0.352, -0.500], [-2.067, -1.262, 0.175], [0.364, 0.647, 2.894], [-1.020, 1.148, 1.923], [-0.443, -0.519, 1.853], [1.276, 1.904, 1.058], [1.736, 0.227, 0.895], [1.309, 1.117, -1.286], [-0.228, 1.826, -0.841], [-0.549, -0.120, -2.254], [-0.107, -2.464, -1.251], [1.335, -1.572, -1.780], [0.926, -1.673, -0.061], [-2.255, 0.577, -0.638]]}

{"formula": "C6H12O", "method": "ωB97M-V with the def2-TZVPD basis set", "multiplicity": 1, "homo_energy_ev": -9.42, "charge": 0, "smiles": "C=CCC.CC=O", "gap_ha": 0.3846, "species": ["C", "C", "C", "C", "H", "H", "H", "H", "H", "H", "H", "H", "C", "C", "O", "H", "H", "H", "H"], "xyz": [[-0.598, 1.544, 1.438], [-1.378, 0.497, 1.177], [-1.661, -0.046, -0.198], [-1.406, -1.552, -0.305], [-0.452, 1.904, 2.453], [-0.081, 2.070, 0.638], [-1.873, -0.020, 2.003], [-1.056, 0.499, -0.933], [-2.714, 0.152, -0.444], [-1.718, -1.937, -1.282], [-0.344, -1.784, -0.171], [-1.963, -2.101, 0.464], [2.232, -0.334, -0.213], [2.072, 0.655, -1.334], [1.262, 1.551, -1.360], [1.475, -0.171, 0.558], [2.161, -1.354, -0.610], [3.235, -0.233, 0.219], [2.773, 0.520, -2.186]]}

{"formula": "C6H12O", "method": "ωB97M-V with the def2-TZVPD basis set", "multiplicity": 1, "homo_energy_ev": -9.63, "charge": 0, "smiles": "C[C@@H]1OCC[C@@H]1C", "gap_ha": 0.3958, "species": ["C", "C", "O", "C", "C", "C", "C", "H", "H", "H", "H", "H", "H", "H", "H", "H", "H", "H", "H"], "xyz": [[1.901, -0.639, -0.186], [0.855, 0.438, -0.418], [0.879, 1.435, 0.619], [-0.468, 1.889, 0.736], [-1.170, 0.549, 0.784], [-0.619, -0.096, -0.483], [-0.844, -1.604, -0.532], [1.658, -1.278, 0.669], [1.954, -1.275, -1.078], [2.890, -0.204, -0.023], [1.099, 0.967, -1.347], [-0.600, 2.501, 1.633], [-0.725, 2.497, -0.147], [-0.651, 0.072, 1.622], [-2.247, 0.488, 0.949], [-1.097, 0.345, -1.370], [-1.913, -1.811, -0.655], [-0.321, -2.087, -1.364], [-0.524, -2.089, 0.397]]}

> What is the formula in the ninth record?

C6H12O

> Number 9 is which compound?

C6H12O